1.
Computed, not measured: a structure of composition C44H80AgN5O2P3Sb, with the ωB97M-V functional and the def2-TZVPD basis.

- ΔE to the lowest compared entry with this formula, charge and spin: 34.62 kJ/mol
- Gap between HOMO and LUMO: 6.18 eV

```
! wB97M-V def2-TZVPD RIJCOSX def2/J DEFGRID3
* xyz 0 1
Sb 0.861 0.108 -4.055
Ag -0.020 -0.107 0.007
P 1.913 1.644 -0.227
P -2.494 0.135 1.223
P -0.906 -3.298 -1.376
O 2.140 -1.705 1.384
O -0.972 -1.831 -1.437
N 0.636 -3.898 -1.759
N 2.806 -3.380 2.752
N 0.067 1.113 2.060
N -1.208 -3.889 0.166
N -2.004 -4.067 -2.371
C 1.325 4.239 3.509
C -4.062 -4.335 -3.519
C 2.404 -0.272 -5.559
C 4.078 0.334 -1.448
C 2.440 -4.974 -2.731
C -1.854 -0.018 2.922
C -0.889 -5.263 0.546
C -2.473 -5.432 -2.183
C 1.763 2.638 1.279
C 3.139 5.840 2.841
C -0.989 -3.894 2.504
C 2.500 3.803 1.489
C -0.902 -2.996 1.283
C 0.110 1.835 -5.148
C 0.643 3.601 -1.632
C 2.198 -2.214 2.486
C -1.846 -0.876 5.190
C 3.463 -4.127 1.703
C 2.939 -3.588 -2.316
C -2.367 2.926 1.554
C -3.980 -1.050 1.273
C -0.383 -5.196 1.992
C -0.543 -1.264 -4.953
C -2.562 -1.591 6.301
C -5.291 -0.523 1.854
C -0.541 -0.416 5.347
C -4.217 -1.647 -0.112
C -3.875 2.047 -0.230
C 1.739 -2.946 -1.606
C 0.095 0.257 4.332
C 3.128 3.868 -1.847
C -3.344 -5.673 -3.408
C 0.936 -4.758 -2.886
C -0.541 0.490 3.096
C 3.613 0.855 -0.093
C 4.702 1.664 0.603
C -2.474 -0.683 3.968
C 2.723 -4.006 4.047
C 0.814 2.215 2.247
C 0.610 3.083 3.348
C 2.315 4.608 2.595
C -3.338 1.816 1.180
C -2.924 -3.347 -3.255
C 1.985 2.874 -1.657
H -0.171 2.873 -1.606
H 0.093 -2.558 1.186
H -4.829 -4.263 -2.745
H -3.620 -1.334 6.297
H 3.209 -3.005 -3.198
H 3.863 5.997 2.044
H -3.483 -1.056 3.866
H 2.911 -5.328 -3.647
H 0.569 4.223 -0.741
H 3.680 5.747 3.784
H 1.738 -1.747 3.371
H -4.583 1.275 -0.521
H -0.470 -3.468 3.359
H 2.820 -4.920 1.311
H 2.504 6.723 2.913
H -3.048 2.038 -0.941
H 3.314 -0.299 -1.898
H 1.999 2.210 -2.533
H 3.257 4.086 0.775
H -5.134 0.027 2.778
H -0.739 2.262 -4.623
H -3.086 -5.521 -1.275
H 2.627 -5.697 -1.933
H 3.679 -4.469 4.295
H -2.480 -2.673 6.180
H 4.378 -4.571 2.090
H -4.526 -4.184 -4.492
H 3.216 0.435 -5.432
H 4.292 1.148 -2.135
H 5.005 2.526 0.015
H 0.893 2.584 -5.210
H -4.164 1.817 1.900
H 1.108 0.617 4.462
H 0.526 4.234 -2.510
H -0.415 -2.242 -4.504
H 4.102 3.391 -1.777
H -2.142 -1.327 7.270
H 1.924 -2.768 -0.546
H 2.480 -3.257 4.800
H -0.192 1.557 -6.154
H 3.709 -3.443 0.895
H -1.548 -0.914 -4.749
H -2.720 -5.832 -4.289
H 1.981 -0.150 -6.550
H -1.635 -6.126 -2.114
H -4.967 -2.438 -0.059
H 2.804 -1.276 -5.461
H -3.639 -1.871 1.917
H -0.149 -5.704 -0.129
H -4.020 -6.518 -3.289
H -1.997 2.786 2.566
H -2.862 3.896 1.499
H 1.120 4.885 4.354
H 0.711 -4.284 -3.853
H -1.798 -5.872 0.506
H 4.987 -0.254 -1.328
H 3.390 -0.011 0.543
H -0.691 -6.062 2.574
H 1.491 -1.979 -2.065
H -1.622 -2.182 1.311
H -3.264 -2.413 -2.803
H -4.379 3.011 -0.297
H -3.294 -2.072 -0.503
H 5.582 1.039 0.756
H -2.424 -3.112 -4.202
H -0.387 -1.332 -6.025
H -5.955 -1.361 2.070
H 3.077 4.682 -1.132
H -5.799 0.128 1.147
H -0.152 2.823 4.069
H -4.572 -0.892 -0.809
H 0.367 -5.686 -2.828
H 4.362 2.008 1.575
H 3.815 -3.655 -1.672
H 1.950 -4.780 4.066
H -2.034 -4.056 2.766
H -0.022 -0.592 6.282
H -1.513 2.927 0.878
H 0.703 -5.141 2.007
H 3.047 4.305 -2.844
*
```


2.
Computed, not measured: a cluster of 2 separate species, CH4O4 in total, with the ωB97M-V functional and the def2-TZVPD basis.

- ΔE to the lowest compared entry with this formula, charge and spin: 388.66 kJ/mol
- Gap between HOMO and LUMO (spin up / spin down): 6.02 / 6.82 eV

```
! wB97M-V def2-TZVPD RIJCOSX def2/J DEFGRID3
* xyz 0 3
O -1.126 0.614 -0.017
O -2.229 -0.287 -0.217
O 0.960 -1.398 0.319
O 1.752 0.681 0.471
C 1.335 -0.391 -0.203
H 1.358 -0.213 -1.351
H -1.604 1.527 -0.230
H 1.312 0.669 1.431
H -1.758 -1.201 -0.201
*
```


3.
Computed, not measured: a cluster of 9 separate species, C36H76Br2N9O9 in total, with the ωB97M-V functional and the def2-TZVPD basis.

- ΔE to the lowest compared entry with this formula, charge and spin: 0.00 kJ/mol
- Gap between HOMO and LUMO (spin up / spin down): 7.85 / 8.83 eV

```
! wB97M-V def2-TZVPD RIJCOSX def2/J DEFGRID3
* xyz 0 2
Br -6.644 -3.233 4.535
Br -8.444 -1.403 2.483
O 5.531 1.787 9.133
O -6.351 -2.062 -6.005
O 8.344 0.512 4.575
O 13.336 0.762 7.037
O 3.060 0.010 5.529
O -8.305 0.878 -11.262
O -4.229 0.260 -2.466
O -5.970 -0.373 -16.231
O -1.957 -0.456 3.634
N -0.510 -1.883 4.577
N -4.720 -0.231 -1.398
N -7.330 2.885 -11.046
N 13.556 2.959 6.645
N 4.842 1.417 11.234
N -7.670 -0.740 -7.251
N 4.799 1.249 6.215
N 9.700 -0.951 5.607
N -4.656 -2.188 -16.106
C -5.873 -2.440 3.001
C -6.597 -1.692 2.168
C -6.120 -1.034 0.871
C -2.864 -1.199 -0.085
C -7.460 1.672 -11.644
C -4.912 -0.079 1.026
C 0.067 0.491 4.492
C 14.042 2.096 8.890
C 0.709 -2.304 5.242
C -6.522 1.348 -12.781
C -6.856 -0.924 -2.300
C -6.575 -0.960 -6.480
C -8.080 0.490 -7.901
C 10.903 -1.378 6.299
C -5.648 0.209 -6.230
C -4.876 -2.452 -2.515
C 5.231 -0.503 9.755
C -0.883 -0.640 4.196
C -5.754 -1.470 -15.746
C -6.677 -2.080 -14.716
C 10.441 1.368 5.341
C -5.589 -1.428 -1.606
C -3.214 1.267 -0.186
C 4.032 0.710 5.251
C -5.954 -2.063 -0.250
C -4.393 -2.708 2.868
C 4.421 0.987 3.817
C 13.618 1.875 7.457
C 5.218 0.988 10.004
C -3.918 -0.085 -0.156
C 13.846 4.341 6.969
C -4.243 -3.492 -15.634
C -6.390 3.941 -11.360
C 5.972 2.088 6.077
C 4.438 0.624 12.376
C 9.405 0.286 5.137
H -3.812 -1.800 3.046
H 14.140 4.423 8.010
H 13.271 2.745 5.702
H -6.912 -2.581 -0.385
H 11.588 -0.545 6.417
H -6.171 1.026 -5.731
H 3.419 0.864 12.681
H -3.280 -2.197 -0.232
H -5.321 0.935 1.091
H 5.820 3.032 6.600
H 4.392 2.056 3.604
H 10.050 2.284 4.908
H -2.384 -1.169 0.896
H 8.976 -1.631 5.434
H -4.194 -4.212 -16.453
H -5.751 3.632 -12.181
H -5.230 -2.831 0.028
H 5.432 0.630 3.616
H -6.763 0.354 -13.141
H 5.556 -0.671 8.732
H -8.141 0.369 -8.983
H -5.321 -2.476 -3.514
H 4.474 -0.431 12.125
H -5.234 0.590 -7.165
H 1.033 0.328 4.015
H -2.394 1.273 -0.906
H -4.362 -0.239 1.954
H 4.520 1.033 7.160
H -2.102 -1.032 -0.852
H -4.955 -3.457 -2.087
H -1.195 -2.590 4.362
H -8.247 -1.557 -7.376
H 4.850 2.420 11.332
H 10.649 1.521 6.401
H 1.239 -3.039 4.633
H -4.081 -1.726 -16.793
H 1.387 -1.474 5.416
H 6.184 2.273 5.030
H 15.044 2.522 8.943
H 4.238 -0.934 9.889
H 14.036 1.133 9.391
H -2.802 1.464 0.809
H 11.412 -2.165 5.739
H -7.083 -3.034 -15.054
H 5.917 -1.009 10.434
H -3.915 2.060 -0.453
H 5.101 0.792 13.227
H -7.991 3.044 -10.302
H -6.958 -0.407 0.558
H -5.483 1.366 -12.450
H 0.473 -2.762 6.204
H 11.382 1.101 4.860
H -5.754 4.172 -10.504
H -7.496 -1.387 -14.552
H -3.819 -2.215 -2.641
H -0.382 1.409 4.124
H -6.632 2.053 -13.606
H -3.263 -3.448 -15.156
H 14.663 4.725 6.356
H -6.576 -0.276 -3.132
H 0.260 0.575 5.561
H 3.718 0.473 3.168
H 6.838 1.598 6.516
H -4.144 -3.116 1.887
H -7.487 -0.362 -1.602
H -4.956 -3.863 -14.904
H -4.842 -0.134 -5.589
H -4.072 -3.433 3.616
H -9.057 0.814 -7.534
H -7.430 -1.777 -2.671
H -6.908 4.854 -11.660
H -7.360 1.272 -7.680
H 10.660 -1.763 7.291
H 13.357 2.773 9.403
H 12.971 4.973 6.812
H -6.155 -2.247 -13.773
*
```


4.
Computed, not measured: the molecule C4H8O3, with the ωB97M-V functional and the def2-TZVPD basis.

- SMILES string: C[C@@H](O)[C@@H](O)C=O
- ΔE to the lowest compared entry with this formula, charge and spin: 203.12 kJ/mol
- Gap between HOMO and LUMO: 11.17 eV

```
! wB97M-V def2-TZVPD RIJCOSX def2/J DEFGRID3
* xyz 0 1
O -1.509 1.705 1.468
O 1.058 1.229 1.266
O 0.449 0.806 -1.307
C 0.598 -0.337 -0.418
C -1.232 0.585 1.105
C -0.198 -1.372 -1.197
C 0.216 0.147 0.979
H 0.261 -2.367 -1.265
H 1.242 1.345 -1.362
H -1.253 -1.486 -0.919
H 0.465 1.967 1.489
H -0.079 -0.733 -2.106
H 1.645 -0.665 -0.364
H 0.359 -0.659 1.721
H -2.022 -0.165 0.910
*
```


5.
Computed, not measured: a cluster of 2 separate species, C3H11N2O in total, with the ωB97M-V functional and the def2-TZVPD basis.

- ΔE to the lowest compared entry with this formula, charge and spin: 66.67 kJ/mol
- Gap between HOMO and LUMO: 10.81 eV

```
! wB97M-V def2-TZVPD RIJCOSX def2/J DEFGRID3
* xyz 1 1
O 0.170 1.250 -0.438
N 2.096 0.324 -1.241
N -1.649 -0.428 0.483
C 1.785 -1.059 -0.905
C -2.162 0.251 1.718
C 1.298 1.385 -0.911
H -2.792 -0.409 2.311
H 2.656 -1.591 -1.170
H 2.960 0.536 -1.736
H -1.231 -1.354 0.729
H -1.362 0.552 2.395
H -2.738 1.116 1.416
H -0.884 0.162 0.053
H 0.899 -1.332 -1.537
H 1.575 -1.174 0.152
H -2.462 -0.575 -0.177
H 1.839 2.346 -1.141
*
```


6.
Computed, not measured: the ion C11H16N3S with charge +1, with the ωB97M-V functional and the def2-TZVPD basis.

- SMILES string: CN(C)CSN[C@H](C#[NH+])c1ccccc1
- ΔE to the lowest compared entry with this formula, charge and spin: 257.92 kJ/mol
- Gap between HOMO and LUMO: 6.62 eV

```
! wB97M-V def2-TZVPD RIJCOSX def2/J DEFGRID3
* xyz 1 1
S -1.707 -0.594 0.860
N -0.649 0.774 0.497
N -1.562 -0.247 -2.732
N -0.316 -2.756 2.254
C 1.556 1.173 -1.465
C -0.835 1.319 -0.906
C -1.296 0.207 -1.671
C 2.595 3.052 -2.474
C 0.412 1.934 -1.407
C 0.276 3.181 -2.019
C -0.211 -1.824 3.352
C -0.352 -2.105 0.989
C -1.460 -3.618 2.634
C 1.398 3.783 -2.565
C 2.728 1.767 -1.951
H -1.380 -4.107 3.618
H -0.124 -2.247 4.410
H 3.562 1.097 -1.970
H 0.636 -1.324 3.120
H -1.949 -1.132 -2.952
H 0.682 -1.781 0.917
H 3.585 3.454 -2.916
H -0.713 3.621 -1.949
H -1.875 1.897 -0.813
H -0.665 1.357 1.307
H -1.060 -1.124 3.485
H -0.443 -2.750 0.099
H -2.463 -3.269 2.533
H 1.501 0.144 -1.004
H 1.629 4.652 -3.145
H -1.497 -4.534 1.867
*
```


7.
Computed, not measured: a cluster of 2 separate species, C3H7Cl2P in total, with the ωB97M-V functional and the def2-TZVPD basis.

- ΔE to the lowest compared entry with this formula, charge and spin: 129.17 kJ/mol
- Gap between HOMO and LUMO: 7.78 eV

```
! wB97M-V def2-TZVPD RIJCOSX def2/J DEFGRID3
* xyz 0 1
Cl 1.264 1.634 -0.914
Cl 0.605 0.690 1.722
P 2.438 -1.562 -0.048
C -0.676 -0.240 -0.503
C -1.881 0.622 -0.110
C 0.609 0.331 0.020
H -1.696 1.666 -0.357
H 3.396 -0.602 0.281
H -2.069 0.548 0.959
H -0.803 -1.251 -0.115
H -0.598 -0.298 -1.589
H -2.767 0.288 -0.642
H 2.179 -1.827 1.297
*
```


8.
Computed, not measured: the ion C5H5N2 with charge +1, with the ωB97M-V functional and the def2-TZVPD basis.

- SMILES string: CC#[N+]/C=C\C#N
- ΔE to the lowest compared entry with this formula, charge and spin: 29.74 kJ/mol
- Gap between HOMO and LUMO: 9.54 eV

```
! wB97M-V def2-TZVPD RIJCOSX def2/J DEFGRID3
* xyz 1 1
N -0.752 -0.047 -0.500
N 1.566 1.036 1.538
C -1.118 1.259 -0.482
C -0.126 -1.013 -0.433
C 0.641 1.560 1.038
C 0.656 -2.163 -0.268
C -0.532 2.121 0.374
H -1.857 1.644 -1.197
H -0.153 -2.983 -0.090
H -0.758 3.231 0.550
H 1.143 -2.618 -1.040
H 1.290 -2.025 0.511
*
```


9.
Computed, not measured: the ion C4H8Cl3N2 with charge +1, with the ωB97M-V functional and the def2-TZVPD basis.

- SMILES string: CN(C)C(=[NH2+])C(Cl)(Cl)Cl
- ΔE to the lowest compared entry with this formula, charge and spin: 0.00 kJ/mol
- Gap between HOMO and LUMO: 10.95 eV

```
! wB97M-V def2-TZVPD RIJCOSX def2/J DEFGRID3
* xyz 1 1
Cl 3.137 0.956 1.348
Cl 3.094 0.962 -1.566
Cl 3.909 -1.402 -0.115
N 1.266 -1.861 0.375
N 0.350 0.220 -0.008
C 1.383 -0.536 0.061
C 2.853 -0.027 0.008
C 0.299 1.671 -0.166
C -1.016 -0.305 -0.069
H 1.250 2.116 -0.032
H 2.141 -2.330 0.541
H 0.454 -2.424 0.560
H -1.448 0.384 -0.875
H -0.293 2.041 0.597
H -0.328 1.996 -1.014
H -1.408 -0.466 0.876
H -1.025 -1.235 -0.494
*
```